{
  "formula": "C5H12",
  "method": "ωB97M-V with the def2-TZVPD basis set",
  "elements": ["C", "C", "C", "H", "H", "H", "H", "H", "H", "C", "C", "H", "H", "H", "H", "H", "H"],
  "xyz": [[-0.540041, 1.920366, 1.039693], [-1.165223, 0.754122, 1.112293], [-2.080510, 0.152490, 2.134008], [0.051920, 2.344410, 0.231224], [-0.675929, 2.620669, 1.853228], [-1.086651, 0.117541, 0.216227], [-2.601313, -0.724677, 1.759618], [-1.529508, -0.218705, 3.016559], [-2.763774, 0.886138, 2.562459], [0.876982, -1.019980, -2.173270], [2.168153, -0.964803, -1.317642], [1.033173, -1.557174, -3.112784], [0.559319, -0.019119, -2.482113], [0.097675, -1.498971, -1.597087], [3.007141, -0.417671, -1.749115], [2.046819, -0.424361, -0.381524], [2.601767, -1.950274, -1.111774]],
  "forces_ev_per_angstrom": [[-0.5034, 0.6226, 0.9834], [0.1170, -0.7911, -1.9419], [0.6020, 0.2728, 1.2336], [-0.1474, -0.7238, -0.1121], [0.0907, 0.1452, 0.2691], [0.2346, 0.1596, 0.3401], [-0.2227, 0.2401, -0.2115], [0.0957, 0.1090, -0.3427], [-0.2484, -0.0452, -0.2359], [1.0946, 0.3870, 0.0308], [0.3753, 0.1195, -0.2147], [0.0153, -0.1880, 0.2299], [-0.0703, -0.0621, 0.3107], [-0.3273, -0.0923, -0.0444], [-0.1960, 0.0746, -0.6661], [-0.4728, -0.2566, 0.2624], [-0.4370, 0.0287, 0.1092]],
  "smiles": "C=CC.CC",
  "gap_ev": 10.75,
  "energy_ha": -197.6564,
  "max_force_ev_per_a": 2.10
}